{
  "formula": "C3H7BO",
  "method": "the ωB97M-V functional and the def2-TZVPD basis",
  "species": ["C", "B", "C", "H", "H", "H", "H", "H", "C", "O", "H", "H"],
  "positions_angstrom": [[1.49934, 0.09272, 0.67831], [0.35310, -0.69532, 0.65071], [-0.76508, -1.73562, 0.56533], [1.69187, 1.09240, 1.01688], [2.46779, -0.25274, 0.32053], [-0.32472, -2.64841, 0.97405], [-1.35103, -1.99637, -0.29742], [-1.46848, -1.60887, 1.40348], [0.46976, 1.65791, -2.80683], [-0.26610, 1.80014, -1.89070], [0.33950, 2.32917, -3.68781], [1.32606, 0.91530, -2.91346]],
  "forces_ev_per_angstrom": [[0.062, -0.305, -0.031], [0.577, 0.262, -0.664], [-0.093, -0.379, 1.752], [-0.653, 0.460, 0.247], [-0.211, -0.640, -0.084], [0.382, -0.341, -0.393], [0.112, 0.366, -0.613], [-0.100, 0.547, -0.220], [0.902, 0.284, -1.669], [-0.412, -0.404, 1.126], [0.238, -0.227, -0.033], [-0.805, 0.378, 0.583]],
  "smiles": "C=BC.C=O",
  "max_force_ev_per_a": 1.92,
  "energy_ev": -5945.431,
  "de_lowest_kj_mol": 244.4,
  "multiplicity": 1
}